# C6H10ClF6MgO8S2

C6H10ClF6MgO8S2 as an isolated structure (ωB97M-V/def2-TZVPD, the OMol25 dataset).

Last column: Mulliken charge in e.
CARTESIAN COORDINATES (ANGSTROEM)
Mg1 -10.47913 1.93937 13.33849  0.602
Cl1 -9.77991 3.33526 15.01296  -0.667
C1 -11.27275 5.62116 11.37038  0.674
F1 -10.36647 6.01134 12.26851  -0.230
F2 -12.46762 5.54032 11.96106  -0.204
F3 -11.33362 6.53538 10.39693  -0.239
S1 -10.78463 3.96698 10.68095  1.329
O1 -10.52596 3.20356 11.90705  -0.932
O2 -11.87827 3.44330 9.90521  -0.707
O3 -9.57332 4.28094 9.93442  -0.758
C2 -14.45349 0.80182 14.44058  0.503
F4 -13.86390 -0.39162 14.22280  -0.233
F5 -15.76462 0.64345 14.28788  -0.226
F6 -14.21283 1.14677 15.71662  -0.235
S2 -13.78896 2.07070 13.25246  1.350
O4 -14.15856 1.51050 11.97414  -0.694
O5 -14.43684 3.30152 13.62287  -0.660
O6 -12.34601 2.03881 13.53649  -0.329
C3 -11.07708 -0.14110 15.52524  -0.648
O7 -10.29418 0.26562 14.42494  -0.099
C4 -8.94983 -0.13089 14.52160  -0.598
C5 -8.31944 0.08916 13.15056  -0.575
O8 -8.81402 1.24270 12.51201  0.210
C6 -8.18312 1.46946 11.25274  -0.462
H1 -10.51677 -0.05292 16.46046  0.306
H2 -11.37114 -1.19741 15.46564  0.267
H3 -11.98522 0.44016 15.57470  0.123
H4 -8.82268 -1.20929 14.69115  0.345
H5 -8.44318 0.35846 15.35725  0.371
H6 -8.59220 -0.78857 12.54187  0.414
H7 -7.22751 0.01457 13.19829  0.392
H8 -8.21424 0.58055 10.62002  0.300
H9 -7.12669 1.70262 11.43989  0.282
H10 -8.61695 2.34744 10.78928  0.027

Computed properties:
frontier orbital gap = 8.4 eV
charge = -1
multiplicity = 1
E_HOMO = -6.32 eV

# C4H5O2Yb

C4H5O2Yb as an isolated structure (ωB97M-V/def2-TZVPD, the OMol25 dataset).

Last column: Mulliken spin population.
CARTESIAN COORDINATES (ANGSTROEM)
O1 -4.24787 1.07486 0.57665  0.008
C1 -3.07766 0.74963 0.63063  0.042
C2 -2.62168 -0.67634 0.58893  0.030
C3 -1.12050 -0.81284 0.61086  0.403
C4 -0.33148 -0.49582 -0.43786  0.108
O2 0.97451 -0.59681 -0.50248  0.220
Yb1 3.10210 -0.45343 0.47536  1.145
H1 -2.27004 1.50578 0.49510  -0.006
H2 -3.04081 -1.14179 1.49904  0.004
H3 -0.65617 -1.19578 1.52546  0.002
H4 -0.80970 -0.11501 -1.35835  0.009
H5 -3.12367 -1.14408 -0.28933  0.035

Computed properties:
frontier orbital gap (alpha / beta) = 6.6 / 6.3 eV
charge = +1
multiplicity = 3
E_HOMO (alpha / beta) = -9.98 / -13.19 eV

# C39H50F4O5

A 9-piece molecular cluster, C39H50F4O5 overall (ωB97M-V/def2-TZVPD, the OMol25 dataset).

Last column: Mulliken charge in e.
CARTESIAN COORDINATES (ANGSTROEM)
F1 5.56304 1.80807 -0.48311  -0.275
C1 6.62606 2.61142 -0.85942  0.127
C2 6.43611 3.78342 -1.57472  -0.164
C3 7.43279 4.71038 -1.83429  -0.576
C4 8.70074 4.35073 -1.47180  -0.186
C5 8.96241 3.17371 -0.80694  -0.537
C6 7.89651 2.33304 -0.44873  -0.143
H1 5.41737 3.98847 -1.86889  0.346
H2 7.20884 5.59570 -2.41089  0.371
H3 9.45687 5.10482 -1.63309  0.326
H4 9.94096 2.90756 -0.43546  0.346
H5 8.10886 1.55561 0.27023  0.364
F2 1.36670 -2.40482 -10.01951  -0.292
C7 0.46717 -2.71076 -9.08878  0.381
C8 0.56107 -2.02904 -7.81221  -0.453
C9 -0.30611 -2.50953 -6.82748  -0.370
C10 -1.23850 -3.49288 -7.03673  -0.421
C11 -1.36609 -4.09888 -8.29250  -0.345
C12 -0.50806 -3.69391 -9.28182  -0.379
H6 1.23130 -1.21152 -7.59118  0.400
H7 -0.22130 -2.19184 -5.79875  0.373
H8 -1.89622 -3.78506 -6.23148  0.398
H9 -2.18877 -4.77548 -8.47087  0.365
H10 -0.50183 -4.36666 -10.12667  0.341
F3 0.43425 9.60829 3.88452  -0.288
C13 -0.29503 8.45304 3.80799  0.499
C14 0.30099 7.30374 3.28982  -0.432
C15 -0.41445 6.12968 3.22686  -0.340
C16 -1.76638 6.09219 3.57153  -0.470
C17 -2.29310 7.23195 4.14171  -0.397
C18 -1.65905 8.43980 4.21589  -0.430
H11 1.34231 7.33300 3.00488  0.381
H12 -0.03186 5.13969 3.02697  0.357
H13 -2.25904 5.13261 3.62535  0.423
H14 -3.37022 7.15926 4.17215  0.308
H15 -2.13845 9.30893 4.64156  0.388
F4 1.31802 -3.36888 5.19377  -0.301
C19 0.45989 -4.28130 5.68759  0.449
C20 0.72915 -4.87989 6.90116  -0.422
C21 -0.15864 -5.77406 7.43893  -0.294
C22 -1.32643 -6.11467 6.76248  -0.445
C23 -1.59139 -5.49734 5.56762  -0.405
C24 -0.68472 -4.59648 4.99840  -0.476
H16 1.57760 -4.58998 7.50324  0.366
H17 0.05989 -6.33569 8.33515  0.340
H18 -1.94106 -6.77802 7.35289  0.347
H19 -2.47780 -5.72348 4.99356  0.374
H20 -0.88000 -4.09530 4.06187  0.466
C25 1.18955 -0.99619 0.13512  -1.109
C26 -0.07119 -0.41815 -0.40413  0.752
C27 -0.23390 1.08405 -0.33683  -0.813
O1 -0.85684 -1.12686 -1.01368  -0.597
H21 1.17349 -2.07710 0.27465  0.354
H22 1.51318 -0.57772 1.08815  0.358
H23 1.96897 -0.86024 -0.61463  0.284
H24 0.80747 1.38149 -0.21361  0.260
H25 -0.86448 1.24287 0.53796  0.239
H26 -0.61941 1.46484 -1.28259  0.271
C28 -3.83255 5.04706 -3.57176  -1.011
C29 -2.54921 4.59336 -4.17263  0.749
C30 -1.31412 5.45091 -3.98234  -1.055
O2 -2.45134 3.56382 -4.78808  -0.536
H27 -4.56278 5.36673 -4.31517  0.289
H28 -3.84298 5.90623 -2.90107  0.324
H29 -4.25022 4.24510 -2.96305  0.302
H30 -0.42195 5.05493 -4.46747  0.296
H31 -1.17149 5.70056 -2.93095  0.308
H32 -1.50990 6.42102 -4.43913  0.334
C31 -4.66286 0.65445 6.91117  -1.094
C32 -4.76474 1.27803 5.55620  0.782
C33 -4.31425 0.33639 4.40972  -0.967
O3 -5.28735 2.36208 5.34433  -0.564
H33 -5.08633 -0.34782 6.97619  0.327
H34 -5.20197 1.32185 7.58351  0.328
H35 -3.65329 0.67006 7.32182  0.313
H36 -4.12513 0.88695 3.48819  0.261
H37 -5.06659 -0.42479 4.20312  0.307
H38 -3.33412 0.01308 4.76031  0.307
C34 -3.75192 -4.78704 -1.44727  -0.955
C35 -4.72884 -4.01711 -0.53787  0.793
C36 -5.98651 -3.46003 -1.16551  -1.078
O4 -4.62007 -3.90050 0.67347  -0.553
H39 -2.71813 -4.85092 -1.10771  0.311
H40 -3.74738 -4.21324 -2.37401  0.231
H41 -3.96109 -5.83931 -1.63984  0.310
H42 -6.43272 -2.71476 -0.50704  0.318
H43 -6.84753 -4.06779 -1.44365  0.305
H44 -5.77079 -2.90727 -2.07985  0.319
C37 5.57565 -4.20281 -0.69663  -1.001
C38 4.31868 -5.03738 -0.96740  0.790
C39 3.75210 -4.92822 -2.31904  -1.084
O5 3.68947 -5.57634 -0.07754  -0.565
H45 5.93457 -3.61190 -1.53930  0.300
H46 6.42869 -4.77658 -0.33438  0.330
H47 5.36258 -3.54749 0.14792  0.292
H48 3.70627 -3.87826 -2.60815  0.303
H49 2.76153 -5.37794 -2.38712  0.311
H50 4.34716 -5.47172 -3.05294  0.327

Computed properties:
frontier orbital gap = 9.3 eV
charge = 0
multiplicity = 1
E_HOMO = -9.09 eV

# C10H10N3

A 2-piece molecular cluster, C10H10N3 overall (ωB97M-V/def2-TZVPD, the OMol25 dataset).

Last column: Mulliken charge in e.
CARTESIAN COORDINATES (ANGSTROEM)
C1 -1.64444 2.21513 -0.48586  0.243
C2 3.14296 0.60927 -0.41140  -0.616
C3 2.35390 1.29989 0.49542  -0.528
C4 2.48553 -0.17682 -1.33874  -0.698
C5 1.00080 1.12996 0.58924  0.008
C6 1.11762 -0.36581 -1.31314  -0.253
C7 0.34336 0.32012 -0.34309  0.344
C8 -1.81474 -0.57582 -1.33566  0.086
C9 -2.95421 -0.84730 0.57973  -0.578
C10 -1.56684 -0.20104 0.91426  -0.416
N1 -2.18038 3.16271 -0.78752  -0.283
N2 -2.77767 -1.21584 -0.83696  -0.354
N3 -1.05490 0.19964 -0.38808  0.392
H1 4.11260 0.91243 -0.31039  0.494
H2 2.64202 1.97292 1.24303  0.390
H3 3.10434 -0.69423 -2.20748  0.264
H4 0.58404 1.83276 1.33055  0.331
H5 0.88282 -1.05459 -2.11959  0.325
H6 -1.43986 -0.49789 -2.41188  0.385
H7 -3.36446 -1.80535 0.99492  0.321
H8 -3.72347 -0.19181 0.73556  0.356
H9 -1.75520 0.59874 1.73997  0.344
H10 -1.11231 -1.10947 1.35262  0.444

Computed properties:
frontier orbital gap (alpha / beta) = 6.5 / 6.3 eV
charge = +1
multiplicity = 1
E_HOMO (alpha / beta) = -14.03 / -14.02 eV

# C2H5N3OS

A single C2H5N3OS molecule (ωB97M-V/def2-TZVPD, the OMol25 dataset).

Last column: Mulliken charge in e.
CARTESIAN COORDINATES (ANGSTROEM)
N1 -1.85241 -0.70310 0.27308  -0.621
N2 -0.69655 -0.70024 -0.66448  -0.333
C1 0.31981 -0.03550 -0.48642  0.316
N3 1.50028 -0.35597 -1.26518  -0.536
C2 0.67640 1.11453 0.45798  0.538
O1 1.89376 1.24997 0.70816  -0.543
S1 -0.51384 1.97849 1.47147  -0.181
H1 -2.22853 -1.80265 -0.04020  0.317
H2 -1.44076 -0.64966 1.30746  0.262
H3 2.43732 -0.20407 -0.93634  0.270
H4 1.44671 -1.37233 -1.64703  0.273
H5 -1.54220 1.48056 0.82149  0.238

Computed properties:
frontier orbital gap = 8.7 eV
charge = 0
multiplicity = 1
E_HOMO = -8.87 eV

# CHBr2NO2

CHBr2NO2 as an isolated structure (ωB97M-V/def2-TZVPD, the OMol25 dataset).

Last column: Mulliken charge in e.
CARTESIAN COORDINATES (ANGSTROEM)
C1 0.63174 0.13626 -0.31335  -0.413
N1 0.25230 1.01017 -1.36295  0.973
O1 -0.90777 1.23471 -1.62212  -0.519
O2 1.17949 1.63272 -1.87697  -0.490
Br1 2.23495 0.62367 0.42871  0.113
Br2 1.16030 -2.10055 -1.58496  -0.100
H1 -0.12615 -0.23625 0.49290  0.434

Computed properties:
frontier orbital gap (alpha / beta) = 7.3 / 7.5 eV
charge = 0
multiplicity = 1
E_HOMO (alpha / beta) = -10.56 / -10.69 eV

# C3H3FS2

A single C3H3FS2 molecule (ωB97M-V/def2-TZVPD, the OMol25 dataset).

Last column: Mulliken charge in e.
CARTESIAN COORDINATES (ANGSTROEM)
F1 -2.73210 -0.35808 -0.04165  -0.217
C1 -1.47634 0.02770 -0.09365  -0.223
C2 -0.45816 -0.74567 0.11315  -0.176
C3 0.89218 -0.18556 -0.00698  0.230
S1 2.21257 -1.17439 -0.06186  -0.252
S2 1.10901 1.59048 -0.00582  -0.219
H1 -1.38149 1.11034 -0.22729  0.302
H2 -0.62703 -1.78214 0.25763  0.382
H3 2.46135 1.51732 0.06647  0.174

Computed properties:
frontier orbital gap = 8.1 eV
charge = 0
multiplicity = 1
E_HOMO = -8.90 eV

# C16H24ClN3O3S

A single C16H24ClN3O3S molecule (ωB97M-V/def2-TZVPD, the OMol25 dataset).

Last column: Mulliken charge in e.
CARTESIAN COORDINATES (ANGSTROEM)
C1 -4.00931 -2.14621 -0.02266  -1.243
N1 -2.99314 -1.49247 -0.82709  -0.034
C2 -2.01041 -2.48339 -1.21261  -1.086
C3 -2.48443 -0.20535 -0.30761  1.733
C4 -1.32065 0.28501 -1.20232  -2.331
N2 -0.01229 -0.21835 -0.85913  0.198
C5 0.98779 0.59003 -0.45222  0.648
O1 0.87844 1.79761 -0.35385  -0.673
C6 2.27649 -0.10865 -0.13979  0.053
C7 2.34396 -1.40285 0.37133  -0.397
C8 3.56344 -1.98859 0.65929  -1.013
C9 4.73313 -1.27357 0.43245  -0.166
Cl1 6.27129 -1.94199 0.74933  -0.182
C10 4.67090 0.02248 -0.05590  0.297
S1 6.23165 0.87786 -0.29412  1.276
N3 5.71517 2.36958 -0.85618  -0.607
O2 6.85731 1.06462 0.97982  -0.590
O3 6.95322 0.23770 -1.35173  -0.599
C11 3.45617 0.60640 -0.33431  -0.317
C12 -3.62056 0.82939 -0.47077  -1.116
C13 -3.33549 2.17952 0.18538  -0.600
C14 -2.96087 2.00179 1.65184  -0.848
C15 -1.74365 1.09215 1.76635  -0.289
C16 -2.05175 -0.27854 1.16978  -1.035
H1 -4.55818 -2.83411 -0.66804  0.423
H2 -3.58847 -2.72667 0.81207  0.385
H3 -4.72007 -1.43154 0.37856  0.352
H4 -2.54778 -3.35358 -1.59021  0.391
H5 -1.37747 -2.82516 -0.37662  0.326
H6 -1.38541 -2.11958 -2.02444  0.321
H7 -1.55931 0.04497 -2.24261  0.404
H8 -1.23538 1.36772 -1.11374  0.595
H9 0.16855 -1.20083 -0.97608  0.227
H10 1.44165 -1.95971 0.57803  0.416
H11 3.61958 -2.98811 1.05888  0.450
H12 6.09989 2.58454 -1.76117  0.260
H13 5.88656 3.10512 -0.19029  0.252
H14 3.41261 1.61897 -0.70236  0.759
H15 -4.53296 0.43557 -0.02580  0.309
H16 -3.81186 0.96026 -1.53719  0.265
H17 -2.52634 2.70196 -0.32658  0.330
H18 -4.22816 2.80328 0.10010  0.425
H19 -2.74359 2.97287 2.09961  0.408
H20 -3.80091 1.56118 2.19521  0.341
H21 -0.89855 1.55283 1.25597  0.058
H22 -1.46850 0.96800 2.81647  0.429
H23 -1.17866 -0.92840 1.26740  0.142
H24 -2.86367 -0.72377 1.74755  0.650

Computed properties:
frontier orbital gap = 8.8 eV
charge = 0
multiplicity = 1
E_HOMO = -8.60 eV

Calculated maximum force, 1.54; 4.80; 3.11; 6.02; 4.88; 4.42; 2.55; 0.94 eV/Å (same order as the records).
Calculated total energy, -78713.69082; -39843.23979; -62357.92835; -14988.69427; -19505.43714; -146717.75633; -27546.24065; -50952.24314 eV (same order as the records).
Calculated relative energy (zero: lowest compared OMol25 entry of this formula, charge and spin), 0.00; 0.00; 23.14; 119.09; 81.02; 42.27; 5.99; 1.54 kcal per mole (same order as the records).